# 1
This record from the Open Molecules 2025 dataset describes a structure of composition C42H98N6O16Ti in a non-equilibrium geometry. The level of theory is wB97M-V/def2-TZVPD.

```
! wB97M-V def2-TZVPD RIJCOSX def2/J DEFGRID3
* xyz 5 4
Ti 1.15052 -8.56516 0.18008
O -8.24786 -5.04936 2.92931
O -0.44924 1.03936 1.47087
O -3.24510 -3.97293 -9.06874
O 5.93666 6.20585 -2.93647
O -4.24833 5.61343 9.09975
O -2.48635 7.30938 0.78174
O -0.33230 8.21880 4.27960
O 7.39028 4.04749 -7.02319
O -3.37596 -1.51794 -4.71483
O 5.17245 -8.65927 -3.90527
O 1.48687 1.07181 -0.67146
O 0.80710 -3.38070 -1.22235
O -7.59520 -7.30833 5.57989
O -0.56059 -3.52547 1.47352
O 9.35478 -9.08724 -1.91883
O -0.36170 4.52109 8.90980
N -9.31085 -4.99539 5.40049
N -2.52078 4.29334 6.98025
N 7.67112 -7.37055 -3.23902
N 0.27333 7.24643 1.65698
N 5.87298 3.89881 -4.61940
N -1.99211 -3.10059 -6.54013
C -2.24055 3.27681 8.04027
C -3.61642 -1.22929 -6.04087
C -7.89687 -6.66122 6.82425
C 1.01792 -1.11160 -0.95316
C -0.09804 -2.45021 0.91833
C 9.96861 -8.47605 -3.05385
C -3.78789 7.89350 0.80889
C -9.31654 -3.57822 4.66302
C -4.01720 4.67793 6.78854
C -7.38632 -5.07572 1.74066
C 6.55287 7.26445 -3.49956
C 0.62387 -2.33675 -0.46247
C -0.71524 4.71527 10.32806
C -2.49861 -1.77174 -6.97988
C -4.10069 -0.92259 -3.70863
C -2.98989 -4.27742 -6.69990
C 6.52540 -6.72259 -4.17263
C 7.24139 4.29066 -3.95797
C 4.54284 -9.76269 -4.61875
C -1.54127 7.74562 -0.17469
C -8.31968 -3.65426 3.46260
C -0.36770 8.32676 0.69575
C -0.02820 0.05180 1.03122
C -2.83827 -4.86579 -8.10318
C -2.93614 -4.55008 -10.29645
C 7.01541 5.16600 -2.70837
C -0.31915 -1.26813 1.61035
C 0.92529 8.65544 3.72773
C -4.84766 6.47714 10.05414
C 5.63585 -7.71392 -4.82240
C -6.26637 -7.11696 5.21492
C 1.35035 7.69595 2.64242
C 0.91061 0.06997 -0.28698
C -4.50003 5.83365 7.69456
C -0.64371 8.81154 5.60421
C 6.22432 3.24451 -6.96022
C 8.75801 -8.23415 -4.03720
C -8.29398 -5.17273 6.57031
C 5.96942 2.72236 -5.59651
C -0.77302 3.31329 8.40089
C 10.32339 -9.65251 -0.97863
C 7.61283 4.81111 -8.20750
H -0.40791 3.86708 10.93977
H 8.11716 -6.66897 -2.66550
H 8.69385 4.92418 -8.12550
H 1.67364 8.82920 4.50095
H -0.34184 2.41367 8.84005
H 7.05433 5.72789 -8.01848
H -3.63078 -0.16744 -6.28657
H -4.31897 6.41000 11.00497
H 6.22317 2.30843 -7.51866
H -7.33730 -4.80044 6.20386
H -8.80621 -7.16932 7.14527
H -8.87039 -2.83794 5.32712
H -2.64646 -1.62996 -8.05046
H 5.17101 3.83371 -3.89614
H -7.13182 -6.08066 1.40387
H -2.65795 -4.87826 -5.85319
H 3.91826 -9.53337 -5.48213
H -4.33658 7.82197 -0.13023
H 5.13444 2.02176 -5.60442
H 7.25052 7.78929 -2.84693
H -10.36850 -3.35924 4.47992
H 1.39253 -0.96822 -1.95592
H -4.14300 5.09492 5.78934
H -5.15614 7.43410 9.63322
H 0.85507 9.69059 3.39360
H 6.15386 -8.24924 -5.61814
H 2.03050 8.21524 1.96725
H -7.68712 -4.34773 0.98724
H -3.84667 8.97543 0.92742
H -1.45199 8.33966 6.16286
H 0.81176 6.62706 1.06825
H -2.63351 -3.68029 -10.87950
H 8.19876 -9.12821 -4.31288
H -1.78465 -5.11036 -8.23802
H -10.22840 -5.05265 5.81869
H -5.37025 -7.14810 5.83469
H 7.03241 -6.05010 -4.86460
H -3.84230 -1.20833 -2.68898
H -4.41988 7.56000 1.63197
H 9.99004 -10.39470 -0.25329
H -2.81011 3.42985 8.95695
H 10.71503 -8.77103 -0.47096
H -5.17463 -1.02531 -3.86419
H 10.48517 -7.52910 -2.89716
H -5.58007 5.90083 7.56391
H 7.94274 5.50108 -2.24372
H 1.76187 6.78107 3.06874
H 7.24426 -7.98354 -2.55921
H 7.67491 4.77957 -4.83040
H -2.25642 3.87754 6.09859
H 8.90566 -7.57548 -4.89304
H -1.19134 -3.37624 -7.09051
H -1.76959 4.92467 10.50866
H 5.41132 -10.34535 -4.92592
H -0.34293 3.18722 7.40730
H -3.87900 -4.91618 -10.70274
H 11.14064 -10.07966 -1.55979
H 6.91645 6.84393 -4.43715
H -6.42399 -4.58299 1.87937
H 5.48186 4.57001 -5.26485
H -1.58537 -1.20766 -6.79031
H -1.88572 5.07563 7.04966
H -0.12053 5.49576 10.80266
H 6.78041 2.10157 -5.21569
H -3.78474 0.09671 -3.93063
H -4.57976 -1.64716 -6.33321
H -2.19833 -5.35064 -10.34997
H 6.61896 4.48317 -1.95692
H -0.40361 6.76359 2.23031
H 0.16345 8.75857 6.33483
H -1.13046 6.90963 -0.74078
H -0.83440 -1.31573 2.55832
H -2.43729 2.28838 7.62506
H -9.25322 -5.73463 4.71471
H 5.35201 3.81333 -7.28209
H 5.95215 8.10639 -3.84364
H -7.17355 -6.79948 7.62787
H -1.72689 -3.00957 -5.56984
H -4.02104 6.72664 7.29302
H -8.70916 -4.69124 7.45568
H -5.78086 5.95045 10.25372
H -0.97264 9.84851 5.53631
H -4.57482 3.74488 6.86955
H 10.62365 -9.16879 -3.58217
H -4.00288 -3.88444 -6.61329
H -0.71156 9.04898 1.43619
H -6.22171 -6.12492 4.76551
H 7.70179 3.41595 -3.49859
H 0.47685 8.75216 0.15363
H 7.27396 4.16600 -9.01811
H 6.04172 -5.95292 -3.57116
H 4.73042 -7.23616 -5.19666
H -2.05683 8.39210 -0.88486
H -8.59606 -2.96040 2.66869
H 3.99929 -10.33420 -3.86639
H -3.39058 -5.80548 -8.10570
H -6.03905 -7.80776 4.40300
H -7.30676 -3.31081 3.67272
*
```

Lowest unoccupied orbital energy (spin up / spin down)   -0.28842 / -0.28849 Ha
E   -4038.5830 Eh
HOMO energy (spin up / spin down)   -11.89 / -11.52 eV
Kohn-Sham gap (spin up / spin down)   4.04 / 3.67 eV

Here are the Mulliken charges for atoms 1 to 2, given in e: Ti 0.0112; O -0.3693

---

# 2
This record from the Open Molecules 2025 dataset describes a structure of composition C42H99F3N3O13Y in a non-equilibrium geometry. The level of theory is wB97M-V/def2-TZVPD.

```
! wB97M-V def2-TZVPD RIJCOSX def2/J DEFGRID3
* xyz 0 1
Y -0.60929 -5.11499 2.22737
F 1.39816 -0.69111 -0.84104
F -0.38734 -1.87273 -1.11495
F -0.42537 -0.18146 0.25839
O 3.98612 -6.14214 -3.10764
O -0.76662 -3.15128 -7.76107
O 0.62468 -1.48556 2.21419
O 1.12037 0.59850 9.25639
O -2.53315 -0.94883 2.09341
O 1.46550 -6.07372 2.56117
O 0.23744 -3.35444 0.95804
O 3.60723 4.96528 3.10532
O -0.46859 -6.06660 0.19001
O -4.98891 4.02259 -2.00588
O -0.07379 -3.45040 3.85212
O -0.22457 -4.46829 -2.08988
O -4.04649 0.36979 4.16210
N -4.58933 2.67415 -2.15896
N 2.36403 4.38068 2.75125
N 0.28911 -2.68884 -6.95697
C -4.83095 2.21778 -3.53414
C -4.23764 1.75597 3.77933
C 4.39181 -5.39213 -1.94072
C 1.24769 2.94406 8.77268
C -3.36472 2.37971 -1.38649
C 1.46054 -0.37215 2.41249
C -2.96372 2.46247 4.20778
C 0.78103 -2.13233 0.95924
C -0.17450 3.89522 1.58474
C 2.53548 -3.08060 -6.00052
C -0.00599 4.18775 3.06266
C 2.82212 -5.93776 2.66331
C 4.87487 -6.39640 -0.88719
C -2.85278 1.00348 -1.71567
C 1.99353 1.20251 7.11215
C 3.48015 2.86983 1.19540
C 1.22939 5.01217 3.40716
C 1.97853 -3.85473 -8.27494
C 3.36635 -4.53973 2.96322
C -2.79141 0.73361 -3.23243
C 0.98782 -4.99069 -6.34446
C 3.23130 -4.56062 -1.37322
C -4.26499 3.21367 -4.55359
C -3.73702 2.51302 0.09096
C 2.35373 3.87820 1.38761
C 1.05662 0.38379 3.63169
C -0.87466 -0.64953 -6.46577
C -5.37914 2.34452 4.59345
C 1.41085 -3.59755 -6.88009
C 1.06113 6.50327 3.09436
C 1.06198 -1.27947 -5.10450
C 2.44733 4.99540 0.33527
C -6.32718 2.08771 -3.81746
C 1.03072 3.12746 1.09110
C -1.07809 -2.56357 -4.88339
C 2.10783 -2.33650 -4.74495
C -4.22912 0.82767 -3.71494
C -0.13900 -1.84707 -5.86171
C 1.42634 4.72826 4.90362
C 1.94027 1.60667 8.57911
C -2.26796 3.42923 -1.67940
C 0.33313 -1.22743 -0.20233
H -5.34455 1.89125 5.58769
H 4.11623 4.23219 3.46982
H 1.04788 3.08429 -0.00131
H 2.51995 -0.65520 2.50191
H 2.91007 1.59005 9.08520
H 1.14749 -0.23237 4.53247
H 3.09152 -3.94178 -5.60965
H -5.72482 3.96928 -1.38564
H -1.27275 2.97332 -1.61947
H 3.39138 2.08571 1.94748
H 5.82926 -6.82272 -1.18215
H 2.53856 -5.28380 -0.93060
H 2.13195 -2.89886 -8.79378
H 5.12998 -5.79113 0.00105
H -3.22016 0.13410 3.71915
H -4.76115 4.17908 -4.44520
H 1.28269 -4.36414 -8.94463
H -1.08054 0.15736 -5.75915
H 2.73615 1.83793 6.62194
H 4.07067 -7.05206 -0.56808
H -4.28323 0.60948 -4.78967
H -2.29340 3.65539 -2.74747
H 0.09732 0.88903 3.53131
H 0.71402 -4.88347 -5.29065
H 1.86280 -2.31568 0.82269
H -1.84898 0.85096 -1.31092
H 0.36956 1.01145 9.68502
H -4.80417 0.02987 -3.23809
H 2.44250 4.60547 -0.68297
H 0.51848 6.55228 2.14545
H 2.22306 0.15409 6.91302
H -0.09954 3.19958 3.52646
H 0.97565 1.28781 6.71881
H 2.88092 -4.15460 3.87236
H 1.58793 -2.97121 -4.01605
H 1.51467 -0.48328 -5.70791
H -2.10351 -2.67165 -5.23931
H -2.81930 2.48636 0.69530
H 1.79824 -5.71594 -6.39992
H -0.79927 -2.51833 -8.48813
H -0.82932 4.74366 3.53056
H 4.43452 3.39854 1.25802
H 3.09348 -3.78493 2.20726
H 0.11180 -5.33806 -6.89041
H -2.04347 1.99857 3.83262
H -6.33657 2.06073 4.15469
H 1.50146 0.33402 1.57547
H 3.09358 -6.49188 -3.02195
H 5.22149 -4.75743 -2.25962
H 4.44224 -4.50544 3.12799
H -4.39147 1.70960 0.41632
H -3.21820 3.48497 -4.41446
H -0.31897 4.81449 1.00414
H -2.33388 4.37837 -1.15940
H -0.63301 -3.22620 4.61368
H 0.43844 -5.88720 -0.10278
H -5.28889 3.41700 4.74298
H 2.71475 -4.05157 -2.18246
H -0.40627 -5.03382 -1.30248
H 1.02908 2.08981 1.43816
H 3.40663 -6.40225 1.85828
H -2.83545 2.40207 5.29387
H 3.26086 -2.51479 -6.59138
H 1.55336 3.64714 5.02860
H -0.22879 -0.25099 -7.25670
H 2.90130 -4.42095 -8.17111
H -0.73408 -3.57401 -4.64557
H -1.82823 -0.91134 -6.92880
H -1.11290 -2.12044 -3.88206
H -6.77094 1.23309 -3.30183
H 3.38748 5.51257 0.54845
H 1.63827 5.72054 0.39181
H 1.76791 1.17780 3.88752
H -4.37941 2.81387 -5.56176
H -2.63389 -1.90219 2.08603
H 2.92331 -1.82164 -4.23538
H 2.02860 6.97752 2.95353
H -0.13492 -3.58371 -1.72665
H 0.46155 6.99838 3.85554
H 0.80698 3.04002 9.77266
H -4.05537 3.54165 0.26519
H -6.84604 3.00414 -3.53570
H -4.42907 1.71504 2.70678
H 3.44446 2.44205 0.19252
H -1.69377 -0.79203 1.63356
H 3.08026 -6.48769 3.59168
H 0.18400 -2.56734 3.43215
H -3.45595 0.15754 -1.36550
H 0.60880 -0.83537 -4.21483
H 3.68435 -3.94601 -0.59532
H -6.48581 1.87919 -4.87754
H 2.40039 5.10363 5.23048
H -2.38823 -0.27248 -3.37895
H 1.88293 3.80904 8.59439
H -2.11334 1.40696 -3.76740
H -2.96192 3.53116 3.97574
H 0.60438 5.03340 5.54768
H -1.10150 3.33892 1.41285
H 0.33859 2.98844 8.15970
*
```

Lowest unoccupied orbital energy   -0.07889 Ha
E   -3139.8691 Eh
HOMO energy   -7.64 eV
Kohn-Sham gap   5.49 eV

Here are the Mulliken charges for atoms 1 to 2, given in e: Y 1.5039; F -0.3528

---

The highest E belongs to which entry?
C42H99F3N3O13Y

---

Among the records above, which one has the lowest E?
C42H98N6O16Ti